1.
21
Properties=species:S:1:pos:R:3 method="wB97M-V/def2-TZVPD" e_homo_ev=-13.937 orbital_gap_ha=0.353 total_charge=+1 total_energy_ev=-140257.421
O 1.334 -4.226 -0.995
C -1.621 3.303 1.834
Cl -2.831 2.870 0.531
C -0.261 -2.545 -1.069
C -0.524 -1.209 -1.003
H -1.031 -3.287 -1.218
Cl -2.348 4.298 3.022
C 1.076 -2.922 -0.932
C -1.033 1.944 2.376
H 3.096 -2.207 -0.635
Cl -0.269 4.149 0.989
O -1.084 1.714 3.540
Br -2.287 -0.537 -1.172
H 2.277 -4.413 -0.888
O -0.519 1.193 1.426
C 2.052 -1.944 -0.742
H 2.394 0.160 -0.548
Cl 0.110 2.762 -2.468
N 0.384 -0.250 -0.821
In -0.581 1.775 -0.538
C 1.668 -0.628 -0.690

2.
26
Properties=species:S:1:pos:R:3 method="wB97M-V/def2-TZVPD" e_homo_ev=-12.937 orbital_gap_ha=0.279 total_charge=+1 total_energy_ev=-58258.249
S 2.589 2.211 -0.563
C -0.644 -3.984 2.265
C -0.310 -4.334 0.963
O 0.365 -1.036 -0.485
C 0.037 -3.366 0.030
N -0.283 3.880 -1.578
H -2.751 1.887 -2.056
S -1.200 2.056 0.188
F -0.242 -0.369 2.014
O 2.080 1.500 0.836
F -0.946 -2.290 3.886
H -2.141 3.059 -3.168
O 2.291 3.608 -0.437
H -0.253 4.382 -2.457
C -0.287 -1.720 1.704
F -0.969 -4.920 3.137
N -2.064 2.591 -2.276
C -0.636 -2.651 2.654
C -1.137 2.913 -1.398
H 0.558 3.950 -0.993
F 0.347 -3.717 -1.206
Os 0.521 0.702 0.197
O 3.887 1.781 -0.895
O 1.463 1.505 -1.377
F -0.323 -5.605 0.608
C 0.048 -2.031 0.404

3.
13
Properties=species:S:1:pos:R:3 method="wB97M-V/def2-TZVPD" e_homo_ev=-9.403 orbital_gap_ha=0.339 total_charge=0 total_energy_ev=-10297.776
C -3.389 0.169 0.007
H 0.283 -1.985 -1.079
H 2.388 -0.540 -0.968
C 1.508 1.081 0.117
C 1.581 -0.276 -0.191
H 0.995 -1.049 1.634
N -4.456 0.585 0.277
H 1.174 3.374 0.132
C 1.375 2.317 -0.010
C -2.123 -0.295 -0.217
C 0.352 -1.199 -0.316
N 1.314 -1.323 0.720
C -1.003 -0.860 -0.107

4.
18
Properties=species:S:1:pos:R:3 method="wB97M-V/def2-TZVPD" e_homo_ev="-16.799 / -18.511" s2=2.016 orbital_gap_ha="0.298 / 0.214" spin_multiplicity=3 total_charge=+2 total_energy_ev=-21718.778
C -0.124 -0.869 1.593
O -1.860 3.577 -1.116
C 0.757 1.056 1.020
H 1.145 2.013 0.431
C 1.783 -1.473 -1.467
N 0.213 -0.051 0.527
H 1.322 1.696 3.018
C 0.330 -0.238 2.752
C -1.693 -1.232 -1.037
C -0.311 -0.318 -3.460
C -1.648 2.499 -1.398
H 0.274 -0.592 3.755
O -2.667 -1.807 -0.753
H -0.600 -1.768 1.441
Pt 0.036 -1.003 -1.667
N 0.861 0.937 2.364
O -0.555 -0.249 -4.623
O 2.735 -2.179 -1.383

5.
15
Properties=species:S:1:pos:R:3 method="wB97M-V/def2-TZVPD" e_homo_ev=-11.152 orbital_gap_ha=0.390 total_charge=0 total_energy_ev=-13280.631
N 0.601 -1.430 -0.466
C -1.154 0.917 1.116
C -0.190 1.920 -0.918
C 2.195 0.435 -0.247
C 2.477 1.249 0.934
H -1.925 1.658 1.175
C -0.237 1.026 0.157
N 2.516 1.902 1.870
C 3.210 -0.600 -0.536
H -1.173 0.072 1.769
H 2.190 1.167 -1.190
N 0.003 2.841 -1.586
N 3.820 -1.531 -0.785
H 1.436 -1.936 -0.761
C 0.845 -0.245 -0.136

6.
29
Properties=species:S:1:pos:R:3 method="wB97M-V/def2-TZVPD" e_homo_ev=-2.045 orbital_gap_ha=0.146 total_charge=-1 total_energy_ev=-210185.867
S -2.453 2.218 3.071
H 1.371 -2.576 1.006
H -0.062 -2.304 2.059
C -0.880 -1.515 -0.452
Br -1.944 -1.399 -2.073
C 2.639 -0.513 -1.290
F 3.274 1.426 -0.169
Br -0.857 -4.289 -1.086
O -3.161 1.656 -0.225
H -0.897 1.235 -2.472
F 1.542 1.570 -1.438
O -1.523 1.888 -2.137
H -0.588 3.606 -0.637
I -5.504 2.202 0.267
C -1.636 1.008 2.544
C -0.455 -2.715 -0.055
F 3.139 -1.446 -0.497
P -1.709 1.810 -0.515
F 3.646 -0.127 -2.104
N -1.270 -0.059 2.057
C 1.287 0.556 0.708
F 1.902 -0.272 1.606
O -1.172 3.241 0.045
Si -0.582 0.105 0.429
F 1.270 1.776 1.332
F 1.713 -1.018 -2.100
C 2.157 0.763 -0.553
H 0.411 -3.947 1.453
C 0.340 -2.880 1.226

7.
16
Properties=species:S:1:pos:R:3 method="wB97M-V/def2-TZVPD" e_homo_ev=-9.548 orbital_gap_ha=0.302 total_charge=0 total_energy_ev=-35918.477
C 1.093 0.119 0.130
C -0.897 -1.363 0.129
H 1.151 -1.975 0.703
C 0.466 -1.111 0.324
H -1.434 -2.276 0.233
C -1.076 1.031 -0.289
O -4.708 0.435 -1.647
C 0.302 1.252 -0.239
Cl -3.815 -1.763 -0.080
C -1.699 -0.255 -0.070
H 0.839 2.137 -0.416
H -1.561 1.971 -0.490
H 2.200 0.057 0.266
Cl -3.787 0.944 1.377
N -3.791 0.781 -0.937
C -3.094 -0.222 -0.195

8.
17
Properties=species:S:1:pos:R:3 method="wB97M-V/def2-TZVPD" e_homo_ev=-8.612 orbital_gap_ha=0.324 total_charge=0 total_energy_ev=-25819.226
N 2.638 0.106 -1.166
C -2.117 -0.072 1.138
H -2.845 -0.399 1.791
C 2.436 -1.086 -1.086
H -1.185 2.937 -0.411
H 0.915 1.437 -0.799
H 3.400 0.607 -1.793
Cl 2.861 -2.567 -1.543
C -0.961 -0.846 0.844
N 0.989 -1.286 0.052
C 0.111 -0.268 0.165
N 0.480 -2.385 0.503
C 0.064 1.081 -0.336
H -2.904 1.791 1.043
C -2.145 1.233 0.667
N -0.677 -2.129 1.025
C -1.062 1.844 -0.093

9.
14
Properties=species:S:1:pos:R:3 method="wB97M-V/def2-TZVPD" e_homo_ev="-5.734 / -8.978" s2=2.006 orbital_gap_ha="0.231 / 0.252" spin_multiplicity=3 total_charge=0 total_energy_ev=-21901.873
C -1.500 0.208 -0.280
C 1.059 0.618 -0.045
C 1.258 -0.580 -0.979
C 1.174 -1.460 0.022
C -2.675 0.665 -0.051
H 1.254 -0.588 1.989
H 1.393 -0.495 -2.098
H -0.668 1.284 1.168
H -1.200 -0.231 -1.222
Cl 1.893 2.134 -0.018
C -0.296 0.448 0.559
C 0.842 -0.460 1.030
O -3.774 1.029 -0.039
H 1.240 -2.572 -0.036

10.
15
Properties=species:S:1:pos:R:3 method="wB97M-V/def2-TZVPD" e_homo_ev="-15.239 / -15.247" orbital_gap_ha="0.258 / 0.256" total_charge=+1 total_energy_ev=-13583.329
C -1.877 0.666 0.785
O 4.887 0.197 1.047
H 1.997 -0.412 -1.035
N 1.831 0.406 -1.254
H 0.322 -1.548 -0.442
C -0.201 1.706 -0.704
H -1.611 -1.495 0.966
C 4.076 -0.285 0.496
C 0.543 0.512 -0.724
C -1.407 1.727 -0.076
C -0.056 -0.636 -0.070
F -2.103 2.848 -0.220
H -2.739 0.722 1.341
C -1.265 -0.583 0.540
H 0.166 2.630 -1.191

11.
17
Properties=species:S:1:pos:R:3 method="wB97M-V/def2-TZVPD" e_homo_ev="-3.268 / -4.129" orbital_gap_ha="0.190 / 0.236" total_charge=-1 total_energy_ev=-26472.131
N -1.090 -1.324 -0.928
C 0.255 2.248 -0.117
C -0.174 0.937 -0.421
C 3.338 -0.584 -0.090
H -0.511 2.981 0.398
O 3.223 0.704 -0.412
S -3.267 -0.188 1.170
O 3.949 -1.578 -0.280
H -3.973 -2.236 0.739
C 2.172 0.080 0.491
H 1.081 2.280 0.480
H -1.966 -3.041 -1.063
C -3.114 -1.650 0.391
C -0.832 -0.126 -0.534
F 2.401 0.648 1.765
H 0.613 2.884 -1.092
C -2.105 -2.036 -0.499

12.
20
Properties=species:S:1:pos:R:3 method="wB97M-V/def2-TZVPD" e_homo_ev=-8.464 orbital_gap_ha=0.286 total_charge=0 total_energy_ev=-20928.185
C -0.119 -2.317 -0.394
H 0.209 -3.361 -0.538
N -3.257 -0.306 -0.070
C 1.512 1.114 0.160
C 0.496 0.073 -0.021
N 3.351 2.236 0.400
N 2.427 3.093 0.631
N 2.793 1.004 0.170
O 2.121 -1.677 -0.175
H 0.292 2.797 0.570
C 0.934 -1.350 -0.193
H -1.257 1.436 0.158
H 3.356 0.136 -0.076
C -0.947 0.378 0.041
N 1.254 2.418 0.472
O -4.050 -0.965 -0.783
C -1.437 -1.991 -0.361
C -1.887 -0.610 -0.093
H -2.196 -2.752 -0.526
O -3.598 0.643 0.627

13.
14
Properties=species:S:1:pos:R:3 method="wB97M-V/def2-TZVPD" e_homo_ev=-8.807 orbital_gap_ha=0.304 total_charge=0 total_energy_ev=-10876.227
H 2.650 0.124 0.191
H -1.586 -2.527 -1.273
C -0.588 0.333 0.202
C 1.106 1.671 0.762
N 0.588 -0.333 -0.094
C 1.639 0.507 0.194
C -1.690 -0.523 -0.183
H 1.074 -2.178 -1.057
H 1.748 2.538 1.079
C -1.062 -1.691 -0.843
C -0.304 1.531 0.704
C 0.257 -1.540 -0.763
O -2.866 -0.208 0.027
H -0.966 2.296 1.052

14.
16
Properties=species:S:1:pos:R:3 method="wB97M-V/def2-TZVPD" e_homo_ev="-4.142 / -4.141" orbital_gap_ha="0.253 / 0.253" total_charge=-1 total_energy_ev=-24314.941
C -0.221 -1.640 -0.196
O 3.231 2.595 0.448
C -0.844 -2.675 -0.789
H 0.826 -1.421 -0.289
C -0.686 0.210 1.441
H -3.278 -0.857 0.945
H -0.424 -3.448 -1.403
O 0.736 1.151 0.177
S -2.537 -2.732 -0.416
C -2.410 -1.234 0.440
C 2.749 2.293 -0.659
O 3.174 2.116 -1.778
H -1.379 1.045 1.569
C -1.107 -0.785 0.544
C 1.280 2.203 -0.184
H 0.890 3.181 0.151

15.
17
Properties=species:S:1:pos:R:3 method="wB97M-V/def2-TZVPD" e_homo_ev="-4.403 / -4.412" orbital_gap_ha="0.204 / 0.205" total_charge=-1 total_energy_ev=-35149.862
H 2.670 -1.994 0.566
H 3.459 0.088 0.815
S -2.714 0.915 -0.122
C 0.430 0.980 -0.330
S -2.599 -2.417 0.131
C 2.571 -0.013 0.187
O -3.998 0.282 -0.166
H 2.318 2.050 -0.047
H 0.319 -2.426 0.052
O -2.155 1.156 1.218
C -0.163 -0.326 -0.256
C 1.790 1.093 -0.084
C 0.648 -1.425 -0.026
H -0.351 1.652 -0.627
C 1.982 -1.229 0.279
O -2.676 2.033 -1.092
C -1.530 -0.419 -0.499

16.
13
Properties=species:S:1:pos:R:3 method="wB97M-V/def2-TZVPD" e_homo_ev=-8.336 orbital_gap_ha=0.307 total_charge=0 total_energy_ev=-7351.155
C -1.143 1.535 2.415
C 0.112 -1.452 -1.162
C -0.023 -2.390 -1.912
C 0.182 -0.270 -0.345
C -0.997 -0.207 0.510
H 1.123 1.509 0.246
C -1.102 0.753 1.502
H -0.948 2.171 3.166
H 2.315 0.508 -0.342
H -1.813 -0.973 0.305
H -0.064 -3.168 -2.545
C 1.285 0.734 -0.438
H 1.074 1.253 -1.402

17.
13
Properties=species:S:1:pos:R:3 method="wB97M-V/def2-TZVPD" e_homo_ev="-8.368 / -8.367" orbital_gap_ha="0.303 / 0.303" total_charge=0 total_energy_ev=-7349.167
H 1.584 -1.007 -0.224
H -0.948 -1.219 -1.737
C -0.657 1.420 0.046
H -1.315 1.883 -0.648
C 0.739 0.859 0.063
C -0.833 -1.352 0.311
H -0.932 -0.728 2.526
H 1.464 1.463 0.570
H 1.481 -0.110 -1.735
C -0.486 0.769 1.122
C -0.776 -0.584 1.452
C 0.998 -0.343 -0.870
C -0.319 -1.051 -0.877

18.
13
Properties=species:S:1:pos:R:3 method="wB97M-V/def2-TZVPD" e_homo_ev=-8.312 orbital_gap_ha=0.313 total_charge=0 total_energy_ev=-7350.196
H 2.334 -2.215 0.005
H 2.132 2.136 -0.190
H -2.299 -0.241 -1.246
C -0.858 -1.046 0.193
C 2.110 -1.221 -0.121
C 0.059 1.474 -0.004
C -0.771 0.291 0.181
C 1.374 1.257 0.017
H -0.397 2.398 0.110
H -0.608 -2.048 0.515
C -2.127 -0.331 -0.113
H -2.870 -0.404 0.578
C 1.919 -0.049 0.075

19.
13
Properties=species:S:1:pos:R:3 method="wB97M-V/def2-TZVPD" e_homo_ev=-8.250 orbital_gap_ha=0.329 total_charge=0 total_energy_ev=-7353.247
H -1.266 -0.265 1.795
H 1.809 2.230 0.135
C -1.419 -2.546 -1.092
H 0.320 1.884 2.249
C -0.505 0.120 1.128
C 0.797 0.436 -0.784
H 0.607 0.861 -1.805
H -1.995 -3.390 -1.514
C -0.950 -1.509 -0.657
C 0.267 1.308 1.320
C -0.320 -0.346 -0.117
H 1.628 -0.232 -0.903
C 1.026 1.448 0.245

20.
16
Properties=species:S:1:pos:R:3 method="wB97M-V/def2-TZVPD" e_homo_ev=-9.065 orbital_gap_ha=0.284 total_charge=0 total_energy_ev=-149485.908
Br -0.168 -4.377 -0.532
C 0.482 -1.808 -0.098
H 0.895 2.377 1.782
H -2.027 1.693 -1.256
C -1.196 1.424 -0.602
H 1.844 0.257 1.404
C 0.445 1.783 1.118
H 1.206 -2.002 0.766
Br 1.925 -1.851 -1.870
C 0.933 0.493 0.829
C -0.585 2.217 0.312
H -0.824 3.183 0.484
O -0.586 -2.574 -0.287
C -0.981 0.084 -0.699
C 0.145 -0.378 -0.026
H -1.506 -0.522 -1.325